(1)
C21H20N4O2Os | the ωB97M-V functional and the def2-TZVPD basis

```
48
Properties=species:S:1:pos:R:3:forces:R:3
N 0.00756 2.45856 -0.64599 1.2 2.1 -0.9
C 0.27278 3.56678 -0.91122 -1.0 -1.5 2.0
C 0.40244 4.99222 -0.72533 0.3 0.7 -0.4
H -0.59215 5.45505 -0.72238 0.2 -0.1 0.0
H 1.00857 5.47225 -1.49750 0.0 0.0 0.1
H 0.88018 5.12958 0.25277 -0.1 0.1 -0.2
N 2.31814 -1.51661 -1.44248 3.6 -2.3 -1.8
C 3.15975 -2.06427 -2.05064 -0.7 0.5 3.6
C 4.35075 -2.84796 -1.97068 0.9 -0.5 -0.8
H 5.13684 -2.49943 -2.62744 0.2 0.1 -0.2
H 4.14688 -3.88369 -2.22189 -0.1 -0.3 0.0
H 4.66511 -2.75379 -0.92989 0.1 -0.1 0.0
N -2.22895 -1.13544 -0.69601 -1.5 -1.8 -0.9
C -3.18202 -1.76893 -0.92417 1.1 1.3 1.8
C -4.45590 -2.40711 -0.71789 -0.7 -0.5 -0.4
H -4.31429 -3.15334 0.07148 -0.1 0.0 -0.1
H -4.85650 -2.89231 -1.61251 0.1 0.1 0.1
H -5.16548 -1.64193 -0.37951 0.1 -0.2 -0.1
Os 0.58884 -0.34972 -1.33360 -2.3 1.3 3.2
C 0.22617 -1.83066 -0.07258 -1.7 -5.5 4.7
O 0.00451 -2.72174 0.65045 1.2 4.3 -3.5
C 1.78171 0.59037 -0.06818 3.0 2.1 3.1
O 2.51201 1.07882 0.66621 -2.0 -1.3 -2.1
C 0.93539 1.07302 -2.95564 -0.1 0.8 -0.7
C -0.45832 1.11140 -2.72118 -0.7 1.1 -1.3
C -1.20453 -0.04680 -2.73004 -1.3 0.3 -1.2
C -0.59569 -1.29457 -2.97856 -0.6 -0.2 -0.4
C 0.73910 -1.31051 -3.37372 0.3 -0.9 -2.0
C 1.49903 -0.13823 -3.35388 1.1 0.2 -2.3
H 1.52119 1.97846 -2.87791 0.1 -0.1 -0.1
H -0.95197 2.04797 -2.51504 0.0 -0.1 -0.2
H -2.26179 0.01786 -2.51876 0.2 0.0 -0.2
H -1.17856 -2.20304 -2.90954 0.1 0.0 -0.1
H 1.19039 -2.27975 -3.57920 -0.1 0.3 -0.2
H 2.57129 -0.14985 -3.54602 -0.4 0.0 -0.2
N -0.81182 0.43590 0.68460 0.8 -0.2 2.7
C -0.61614 0.38177 1.83578 -1.2 0.7 -3.1
C -0.61774 0.45426 3.23179 1.9 -0.9 1.6
C -1.73558 0.96558 3.91561 -0.4 0.1 -0.8
C -1.75775 0.96370 5.31558 0.7 -0.3 2.2
C -0.66123 0.45168 6.03526 -1.4 0.6 0.0
C 0.47103 -0.03374 5.34529 -0.3 0.2 1.8
C 0.49154 -0.01994 3.94529 -0.7 0.3 -2.1
H -2.57950 1.34901 3.33998 0.1 0.0 0.2
H -2.64315 1.35703 5.84130 0.5 -0.2 -0.2
H -0.70039 0.42927 7.13399 0.1 0.0 -0.6
H 1.31658 -0.42379 5.91809 -0.2 0.1 -0.2
H 1.37164 -0.39336 3.42591 -0.2 0.1 0.1
```
Positions in Å, forces in eV/Å.

## Properties
E   -1270.51833 a.u.
Largest force on an atom   0.14477 Eh/bohr
Net charge   +4
2S+1   5
Energy relative to the best compared isomer or geometry (same formula, charge and spin)   1.187 eV
Highest occupied orbital energy (spin up / spin down)   -20.367 / -21.944 eV

---

(2)
CH6N2O2 | the ωB97M-V functional and the def2-TZVPD basis

```
11
Properties=species:S:1:pos:R:3:forces:R:3
C 1.65593 0.44128 0.04325 2.6 2.6 0.0
N 0.93035 -0.57367 -0.00481 0.9 0.2 0.9
N -1.67439 -0.17932 -0.19152 -0.8 0.5 -0.8
O 1.06407 -1.79973 0.04663 -0.3 -0.9 -0.2
O 4.21023 0.54607 0.06160 -2.7 0.2 -0.7
H 1.30603 1.51085 -0.04419 0.9 -1.4 0.1
H -0.05209 -0.15112 0.09511 -0.6 -0.3 -0.9
H -1.77972 -1.11224 0.15741 -0.3 -0.9 -0.3
H -2.11701 0.35414 0.49870 -0.2 1.2 2.2
H -2.40548 0.03438 -0.87947 0.8 -0.9 -0.7
H 4.48925 0.10809 0.86946 -0.3 -0.3 0.4
```
Positions in Å, forces in eV/Å.

## Properties
E   -301.39757 a.u.
Largest force on an atom   0.07129 Eh/bohr
2S+1   1
Energy relative to the best compared isomer or geometry (same formula, charge and spin)   9.430 eV
Highest occupied orbital energy (spin up / spin down)   -9.291 / -9.292 eV

---

(3)
C45H56N10PRbS3 | the ωB97M-V functional and the def2-TZVPD basis

```
116
Properties=species:S:1:pos:R:3:forces:R:3
Rb -20.10107 -8.20781 3.25353 0.0 -0.3 0.1
C -19.46188 -7.42444 6.73152 -0.1 -0.1 -1.6
C -19.11411 -8.62172 7.60005 -0.1 0.3 0.5
C -19.49202 -9.99887 7.12073 0.1 -1.1 -1.7
C -19.65648 -11.05035 8.02303 -0.2 -0.1 -0.8
C -19.90226 -12.35157 7.56268 0.4 0.6 -1.1
C -19.90776 -12.58460 6.18510 -0.3 0.3 0.8
C -19.78115 -11.47849 5.34604 -0.3 0.2 -0.4
N -19.58378 -10.22551 5.75997 0.1 0.4 1.9
N -18.34699 -6.87034 5.88553 -1.0 -0.8 -0.2
C -17.18458 -7.71171 5.57492 0.6 0.9 0.0
C -16.35514 -7.20583 4.38096 0.4 0.3 0.3
C -15.16254 -6.43865 4.59905 -2.2 -0.7 -1.1
C -14.51655 -5.96329 3.48977 1.1 0.6 -0.8
C -14.96311 -6.25907 2.17971 -0.1 -0.5 1.2
C -16.07396 -7.07787 2.09884 -0.3 -0.6 0.0
N -16.76581 -7.53856 3.16003 0.1 0.5 0.3
C -18.27686 -5.42277 5.90494 -0.2 -1.6 0.2
C -19.51039 -4.79537 5.30674 -0.1 1.4 -0.2
C -19.38635 -3.40286 5.07249 -0.9 -0.1 0.0
C -20.51266 -2.69192 4.66668 -0.2 -0.4 0.0
C -21.70192 -3.40899 4.36553 0.1 0.5 0.0
C -21.68341 -4.78493 4.54708 0.5 0.1 0.2
N -20.63810 -5.47061 5.06604 0.4 0.6 -0.5
H -19.83826 -6.61081 7.34068 0.2 0.2 0.4
H -20.34903 -7.63498 6.08525 0.7 -0.2 0.4
H -19.62691 -8.46645 8.56915 0.5 -0.1 -0.2
H -18.02702 -8.57251 7.75142 -0.2 -0.3 0.4
H -19.60732 -10.85911 9.06990 0.0 0.2 0.7
H -20.06005 -13.16257 8.24533 0.0 -0.2 0.3
H -20.06847 -13.57394 5.76725 0.0 0.2 0.0
H -19.86337 -11.57718 4.25972 0.1 -0.2 0.4
H -17.49773 -8.74106 5.36215 -0.1 0.3 0.1
H -16.45921 -7.72397 6.40364 -0.1 -0.2 0.2
H -14.88108 -6.12893 5.57586 0.3 -0.1 0.7
H -13.61367 -5.35470 3.66673 -0.5 -0.3 -0.4
H -14.44587 -5.96035 1.27740 0.0 0.2 0.2
H -16.43592 -7.47405 1.15026 0.1 0.4 0.0
H -17.40856 -5.09150 5.35323 0.2 0.1 -0.3
H -18.14805 -5.05316 6.93605 -0.1 0.2 0.0
H -18.42832 -2.89937 5.24321 -0.4 -0.2 0.0
H -20.45342 -1.60231 4.60635 -0.2 -0.4 -0.2
H -22.63663 -2.91747 3.99880 1.1 -0.4 0.4
H -22.53785 -5.39771 4.28304 -0.1 -0.1 0.1
S -20.86521 -14.26078 2.88038 -0.8 -0.1 -0.1
P -19.14278 -13.67736 2.16716 -0.4 2.4 0.1
S -18.65780 -11.68362 2.18014 0.0 -0.4 -0.1
C -17.96527 -14.55548 3.15803 0.9 -1.1 -0.1
C -17.21798 -13.98874 4.18237 -0.5 0.0 -0.1
C -16.43977 -14.79995 4.98162 1.1 -0.6 0.0
C -16.18963 -16.12913 4.59022 -0.1 0.6 1.1
C -16.89936 -16.68466 3.53791 1.0 -0.1 0.7
C -17.82810 -15.92122 2.89248 -0.5 -0.1 -1.3
C -18.87430 -14.05403 0.41816 -1.4 -0.5 -0.7
C -17.61574 -13.83400 -0.09503 0.1 -0.3 -1.2
C -17.35628 -14.09502 -1.44690 0.6 -0.6 0.1
C -18.39582 -14.51935 -2.24915 -0.8 -0.3 -1.1
C -19.71579 -14.64682 -1.78551 0.8 0.7 0.8
C -19.96874 -14.42142 -0.43313 1.3 0.0 0.5
H -17.26559 -12.92386 4.34064 -0.1 0.2 0.1
H -15.90666 -14.36333 5.83744 -0.2 -0.3 -0.4
H -15.47600 -16.72824 5.16571 -0.2 0.2 -0.3
H -16.63957 -17.68471 3.23505 -0.3 -0.3 -0.1
H -18.38661 -16.41061 2.07795 0.1 0.5 0.4
H -16.84217 -13.42483 0.51468 0.4 0.0 0.5
H -16.32033 -14.11122 -1.85147 -0.9 0.4 0.4
H -18.26582 -14.77280 -3.31465 0.3 0.3 0.6
H -20.48588 -14.84293 -2.51139 -0.3 -0.3 0.1
H -20.94527 -14.53551 0.02681 0.0 0.0 -0.1
S -19.53678 -5.99087 0.64533 -0.3 0.4 -0.4
C -20.91726 -5.59987 -0.26984 1.1 -1.6 -1.5
N -20.92327 -5.68530 -1.64136 2.2 -0.7 1.1
C -21.96257 -5.23250 -2.53026 0.8 0.7 -1.1
C -23.30527 -5.35672 -1.86168 -0.1 -1.1 0.6
C -23.20789 -4.81002 -0.44281 0.5 1.1 -0.1
N -22.08818 -5.40718 0.28637 -1.5 0.5 1.5
H -19.97235 -5.89356 -1.99866 -1.2 0.3 0.2
H -21.83880 -5.77648 -3.50170 -0.5 0.3 0.9
H -21.70990 -4.18667 -2.73694 -0.5 0.2 -0.3
H -23.52520 -6.43731 -1.79741 -0.2 0.4 0.0
H -24.13762 -4.87553 -2.36926 0.2 0.1 -0.3
H -24.15172 -4.88671 0.08310 0.0 -0.5 0.3
H -22.99742 -3.72591 -0.46285 -0.2 -0.1 -0.3
H -22.04564 -5.35289 1.30762 -0.3 0.0 -0.6
C -19.58267 -10.17813 -1.48994 0.6 0.5 -0.4
C -21.08225 -10.40162 -1.33949 -0.9 -0.4 -0.8
C -21.57918 -9.85306 -0.09622 0.2 1.8 2.6
N -21.74858 -9.27800 0.90823 0.1 -1.4 -2.2
H -19.19970 -10.80896 -2.29822 0.0 0.0 0.2
H -19.00727 -10.36776 -0.57421 -0.4 -0.3 -0.2
H -19.36714 -9.13452 -1.77525 -0.2 -0.3 0.1
H -21.37771 -11.45598 -1.39249 0.4 0.0 0.2
H -21.67342 -9.93789 -2.16473 0.5 -0.1 0.5
C -25.34331 -9.86445 6.93894 -0.2 -0.1 0.3
C -24.27979 -8.85146 7.27106 -0.1 0.9 -0.3
N -23.64615 -8.32924 6.05536 -0.3 -0.2 0.6
C -24.15206 -8.44482 4.78982 0.2 -0.6 -0.8
N -23.41061 -8.05490 3.78077 -0.9 0.2 1.0
C -24.13617 -8.03481 2.52537 -0.2 1.1 -0.6
C -24.88349 -9.35419 2.29019 0.1 0.4 0.7
C -25.93660 -9.46941 3.39000 -0.4 0.0 -0.4
N -25.40370 -9.04072 4.66122 0.8 0.0 0.6
C -26.24343 -9.32899 5.82227 0.8 0.5 0.1
H -25.88459 -10.08356 7.85293 -0.4 0.2 0.2
H -24.87354 -10.81188 6.70367 0.0 -0.2 -0.7
H -23.54884 -9.24702 7.96444 0.4 -0.3 -0.1
H -24.75160 -8.03970 7.83041 -0.1 0.3 -0.1
H -22.82160 -7.75088 6.14274 -0.2 -0.2 -0.2
H -23.40666 -7.86287 1.74105 0.1 -0.2 -0.2
H -24.80396 -7.08818 2.43487 0.4 -1.5 0.4
H -24.16517 -10.18485 2.38413 -0.2 0.3 -0.2
H -25.34350 -9.37544 1.31237 -0.2 -0.1 -0.3
H -26.32471 -10.50913 3.48809 0.3 0.6 -0.1
H -26.79498 -8.79803 3.19994 0.1 -0.4 -0.4
H -27.00677 -10.04763 5.52668 0.1 0.0 0.0
H -26.74662 -8.38457 6.10062 0.0 -0.4 0.3
```
Positions in Å, forces in eV/Å.

## Properties
E   -3855.99428 a.u.
Largest force on an atom   0.06267 Eh/bohr
2S+1   1
Energy relative to the best compared isomer or geometry (same formula, charge and spin)   2.931 eV
Highest occupied orbital energy   -6.335 eV

---

Q: Look up the 2S+1 of the first one.
A: 5